No. 1
{
  "formula": "C30H87N3O21",
  "method": "wB97M-V/def2-TZVPD",
  "species": ["C", "C", "C", "O", "C", "N", "H", "H", "H", "H", "H", "H", "H", "H", "H", "H", "H", "C", "C", "C", "O", "C", "N", "H", "H", "H", "H", "H", "H", "H", "H", "H", "H", "H", "C", "C", "C", "O", "C", "N", "H", "H", "H", "H", "H", "H", "H", "H", "H", "H", "H", "C", "C", "O", "O", "H", "H", "H", "H", "H", "H", "C", "C", "O", "O", "H", "H", "H", "H", "H", "H", "C", "C", "O", "O", "H", "H", "H", "H", "H", "H", "C", "C", "O", "O", "H", "H", "H", "H", "H", "H", "C", "C", "O", "O", "H", "H", "H", "H", "H", "H", "C", "C", "O", "O", "H", "H", "H", "H", "H", "H", "C", "C", "O", "O", "H", "H", "H", "H", "H", "H", "C", "C", "O", "O", "H", "H", "H", "H", "H", "H", "C", "C", "O", "O", "H", "H", "H", "H", "H", "H"],
  "xyz": [[14.437, 1.162, 8.076], [14.808, 2.528, 8.628], [16.319, 2.846, 8.630], [16.535, 4.244, 8.549], [17.906, 4.523, 8.522], [13.978, 3.542, 7.913], [14.871, 0.359, 8.690], [15.004, 1.021, 7.154], [13.367, 0.990, 8.036], [14.472, 2.669, 9.665], [16.793, 2.390, 7.749], [16.722, 2.326, 9.506], [18.476, 4.151, 7.664], [18.449, 4.230, 9.428], [18.007, 5.611, 8.510], [14.514, 4.414, 8.008], [14.280, 3.396, 6.932], [18.263, -4.817, 4.384], [19.286, -4.696, 3.290], [19.877, -3.272, 3.295], [18.839, -2.351, 3.088], [19.220, -0.990, 3.035], [20.357, -5.674, 3.578], [18.065, -5.868, 4.599], [17.297, -4.340, 4.214], [18.636, -4.372, 5.313], [18.912, -4.995, 2.311], [20.618, -3.172, 2.486], [20.417, -3.051, 4.226], [20.131, -0.943, 2.413], [19.430, -0.582, 4.025], [18.556, -0.378, 2.425], [20.979, -5.336, 4.310], [20.979, -5.721, 2.772], [13.984, -1.908, 6.856], [14.522, -2.696, 5.645], [15.436, -1.791, 4.860], [14.681, -1.039, 3.930], [15.559, -0.404, 3.041], [15.134, -3.980, 6.037], [13.159, -2.371, 7.403], [13.663, -0.915, 6.531], [14.741, -1.690, 7.615], [13.623, -3.018, 5.119], [16.162, -2.431, 4.343], [16.018, -1.163, 5.542], [15.984, -1.092, 2.303], [16.322, 0.132, 3.610], [15.045, 0.330, 2.416], [14.440, -4.414, 6.641], [15.947, -3.897, 6.643], [15.848, 5.389, 1.164], [15.111, 6.526, 1.876], [15.997, 7.572, 2.268], [16.046, 5.720, -0.219], [15.247, 4.481, 1.146], [16.810, 5.202, 1.652], [14.607, 6.174, 2.784], [14.355, 6.908, 1.183], [15.579, 8.430, 2.191], [16.097, 6.677, -0.307], [19.884, 3.683, -0.236], [19.906, 4.116, 1.226], [19.759, 5.510, 1.340], [18.506, 3.710, -0.633], [20.281, 2.670, -0.324], [20.565, 4.300, -0.833], [20.873, 3.739, 1.585], [19.118, 3.587, 1.753], [19.590, 5.814, 2.235], [18.211, 4.588, -0.349], [21.404, 2.018, 8.225], [20.068, 1.451, 8.744], [20.241, 0.314, 9.574], [22.404, 0.982, 8.163], [21.748, 2.695, 9.014], [21.332, 2.554, 7.283], [19.364, 1.213, 7.939], [19.582, 2.196, 9.372], [20.624, -0.383, 9.027], [22.500, 0.727, 9.088], [18.178, -0.341, -1.054], [17.074, 0.265, -0.206], [17.573, 1.269, 0.657], [18.644, 0.585, -2.042], [17.804, -1.241, -1.556], [19.013, -0.647, -0.410], [16.524, -0.513, 0.320], [16.386, 0.724, -0.930], [18.130, 1.859, 0.113], [18.969, 0.033, -2.757], [18.870, 2.901, 4.736], [17.640, 3.417, 4.002], [16.870, 2.409, 3.339], [19.763, 2.360, 3.785], [18.560, 2.138, 5.463], [19.334, 3.726, 5.289], [17.943, 4.155, 3.260], [17.002, 3.897, 4.746], [17.380, 1.956, 2.646], [20.456, 1.849, 4.239], [13.687, 1.896, 4.558], [12.465, 2.757, 4.798], [12.667, 4.029, 4.185], [14.848, 2.403, 5.171], [13.795, 1.887, 3.461], [13.570, 0.841, 4.838], [12.286, 2.820, 5.871], [11.602, 2.261, 4.350], [12.590, 3.953, 3.230], [15.637, 2.214, 4.638], [23.223, -1.070, 4.711], [23.122, 0.425, 4.793], [21.813, 0.920, 5.108], [23.098, -1.628, 6.022], [24.168, -1.382, 4.261], [22.420, -1.464, 4.079], [23.390, 0.834, 3.819], [23.788, 0.766, 5.591], [21.739, 0.737, 6.055], [23.204, -2.582, 5.973], [19.204, 7.757, 3.828], [20.506, 7.361, 4.493], [21.524, 8.272, 4.109], [18.169, 6.783, 3.936], [19.418, 7.803, 2.751], [18.814, 8.733, 4.133], [20.763, 6.333, 4.239], [20.376, 7.378, 5.581], [21.398, 9.063, 4.641], [17.536, 6.993, 3.223], [15.627, 7.208, 6.442], [15.108, 6.270, 5.367], [13.718, 6.482, 5.186], [15.207, 8.539, 6.226], [16.710, 7.092, 6.483], [15.268, 6.865, 7.419], [15.408, 5.247, 5.607], [15.610, 6.504, 4.418], [13.325, 5.673, 4.812], [14.245, 8.501, 6.176]],
  "smiles": "COC[C@H](C)N.COC[C@H](C)N.COC[C@H](C)N.OCCO.OCCO.OCCO.OCCO.OCCO.OCCO.OCCO.OCCO.OCCO",
  "homo_energy_ev": -9.2,
  "e_tot_ha": -2939.3037,
  "orbital_gap_ev": 9.37
}


No. 2
{
  "formula": "C30H88GaN2O17",
  "method": "wB97M-V/def2-TZVPD",
  "species": ["O", "C", "N", "Ga", "C", "O", "N", "O", "H", "H", "H", "H", "C", "C", "O", "H", "H", "H", "H", "H", "H", "C", "C", "O", "H", "H", "H", "H", "H", "H", "C", "C", "O", "H", "H", "H", "H", "H", "H", "C", "C", "O", "H", "H", "H", "H", "H", "H", "C", "C", "O", "H", "H", "H", "H", "H", "H", "C", "C", "O", "H", "H", "H", "H", "H", "H", "C", "C", "O", "H", "H", "H", "H", "H", "H", "C", "C", "O", "H", "H", "H", "H", "H", "H", "C", "C", "O", "H", "H", "H", "H", "H", "H", "C", "C", "O", "H", "H", "H", "H", "H", "H", "C", "C", "O", "H", "H", "H", "H", "H", "H", "C", "C", "O", "H", "H", "H", "H", "H", "H", "C", "C", "O", "H", "H", "H", "H", "H", "H", "C", "C", "O", "H", "H", "H", "H", "H", "H"],
  "xyz": [[0.272, -3.532, 1.447], [-0.119, -2.264, 1.176], [-0.744, -1.128, 0.656], [-1.731, -1.563, -0.966], [-3.300, -2.915, -0.653], [-4.440, -2.341, 0.078], [-4.084, -1.854, 1.280], [-4.297, -0.638, 1.218], [-2.391, -0.239, -1.648], [-0.794, -2.269, -2.099], [-3.693, -3.182, -1.747], [-2.923, -3.935, -0.174], [1.890, 1.633, -0.961], [1.862, 1.801, -2.466], [0.543, 2.104, -2.895], [1.212, 0.832, -0.650], [2.900, 1.395, -0.614], [1.553, 2.547, -0.462], [2.179, 0.878, -2.960], [2.529, 2.609, -2.783], [0.274, 2.929, -2.457], [-5.811, 3.305, 1.507], [-4.968, 3.269, 0.250], [-3.908, 2.336, 0.403], [-5.200, 3.584, 2.372], [-6.630, 4.023, 1.407], [-6.232, 2.318, 1.721], [-4.532, 4.252, 0.052], [-5.569, 2.978, -0.617], [-4.307, 1.464, 0.570], [2.874, -3.700, -1.357], [2.219, -5.044, -1.599], [2.282, -5.834, -0.421], [3.920, -3.830, -1.058], [2.838, -3.081, -2.257], [2.374, -3.167, -0.542], [2.735, -5.583, -2.400], [1.170, -4.924, -1.886], [1.814, -5.351, 0.281], [-3.440, 3.177, 5.442], [-2.739, 4.449, 5.011], [-1.616, 4.134, 4.202], [-2.755, 2.532, 6.002], [-4.306, 3.403, 6.070], [-3.776, 2.605, 4.571], [-2.386, 5.006, 5.884], [-3.414, 5.094, 4.439], [-1.941, 3.646, 3.425], [6.024, -2.976, -4.807], [5.955, -4.177, -3.887], [4.623, -4.666, -3.827], [5.358, -2.181, -4.453], [7.043, -2.584, -4.861], [5.693, -3.241, -5.817], [6.264, -3.903, -2.875], [6.607, -4.981, -4.242], [4.360, -4.915, -4.729], [-3.870, -5.536, 4.109], [-4.479, -4.660, 3.034], [-3.838, -4.902, 1.791], [-2.797, -5.338, 4.205], [-4.349, -5.358, 5.076], [-3.976, -6.595, 3.852], [-4.350, -3.603, 3.284], [-5.549, -4.861, 2.924], [-3.965, -5.842, 1.574], [-1.820, 6.905, 0.138], [-1.569, 5.412, 0.091], [-0.213, 5.158, -0.246], [-1.591, 7.364, -0.830], [-2.862, 7.118, 0.392], [-1.172, 7.384, 0.879], [-2.203, 4.940, -0.666], [-1.784, 4.947, 1.059], [0.341, 5.573, 0.437], [6.174, 5.126, -2.297], [5.519, 3.782, -2.539], [5.582, 2.992, -1.361], [7.220, 4.996, -1.998], [6.138, 5.746, -3.197], [5.674, 5.659, -1.482], [6.035, 3.244, -3.340], [4.470, 3.903, -2.826], [5.114, 3.475, -0.659], [-9.177, -0.402, 1.620], [-9.074, 1.050, 2.039], [-9.185, 1.892, 0.901], [-8.390, -0.652, 0.902], [-9.089, -1.065, 2.486], [-10.134, -0.595, 1.124], [-8.108, 1.243, 2.514], [-9.866, 1.311, 2.747], [-10.049, 1.718, 0.491], [2.295, 6.243, -4.056], [3.138, 6.206, -5.313], [4.197, 5.273, -5.160], [2.905, 6.522, -3.191], [1.476, 6.961, -4.156], [1.873, 5.255, -3.842], [3.574, 7.190, -5.511], [2.537, 5.915, -6.180], [3.799, 4.402, -4.994], [-0.149, -0.055, 7.138], [-0.303, 1.434, 7.372], [-1.619, 1.720, 7.822], [-0.873, -0.404, 6.395], [0.859, -0.292, 6.786], [-0.342, -0.614, 8.059], [-0.131, 1.987, 6.444], [0.410, 1.789, 8.123], [-1.759, 1.231, 8.650], [4.296, -9.395, -1.026], [4.268, -9.227, -2.531], [2.949, -8.924, -2.961], [3.617, -10.196, -0.716], [5.306, -9.633, -0.679], [3.958, -8.481, -0.528], [4.585, -10.150, -3.026], [4.935, -8.419, -2.849], [2.680, -8.099, -2.523], [4.333, 7.220, 2.326], [4.673, 6.871, 0.892], [4.314, 5.523, 0.622], [4.860, 6.555, 3.018], [4.608, 8.254, 2.551], [3.262, 7.090, 2.513], [5.747, 6.980, 0.715], [4.140, 7.522, 0.192], [3.357, 5.438, 0.774], [-0.149, -8.535, -3.802], [-0.303, -7.047, -3.568], [-1.619, -6.760, -3.118], [-0.873, -8.885, -4.545], [0.859, -8.772, -4.153], [-0.342, -9.094, -2.881], [-0.131, -6.493, -4.495], [0.410, -6.692, -2.817], [-1.759, -7.250, -2.290]],
  "homo_energy_ev": -5.1,
  "e_tot_ha": -4508.8680,
  "orbital_gap_ev": 6.92,
  "total_charge": -1
}


No. 3
{
  "formula": "C30H90N15O5P5",
  "method": "wB97M-V/def2-TZVPD",
  "species": ["O", "P", "N", "C", "C", "N", "C", "C", "N", "C", "C", "H", "H", "H", "H", "H", "H", "H", "H", "H", "H", "H", "H", "H", "H", "H", "H", "H", "H", "O", "P", "N", "C", "C", "N", "C", "C", "N", "C", "C", "H", "H", "H", "H", "H", "H", "H", "H", "H", "H", "H", "H", "H", "H", "H", "H", "H", "H", "O", "P", "N", "C", "C", "N", "C", "C", "N", "C", "C", "H", "H", "H", "H", "H", "H", "H", "H", "H", "H", "H", "H", "H", "H", "H", "H", "H", "H", "O", "P", "N", "C", "C", "N", "C", "C", "N", "C", "C", "H", "H", "H", "H", "H", "H", "H", "H", "H", "H", "H", "H", "H", "H", "H", "H", "H", "H", "O", "P", "N", "C", "C", "N", "C", "C", "N", "C", "C", "H", "H", "H", "H", "H", "H", "H", "H", "H", "H", "H", "H", "H", "H", "H", "H", "H", "H"],
  "xyz": [[7.430, 6.618, -17.196], [7.028, 6.582, -15.781], [6.891, 8.072, -15.006], [6.455, 8.218, -13.639], [7.204, 9.288, -15.764], [8.216, 5.800, -14.876], [9.460, 5.512, -15.598], [8.172, 5.331, -13.478], [5.677, 5.675, -15.349], [4.398, 6.412, -15.429], [5.584, 4.249, -15.555], [7.231, 8.626, -12.983], [6.202, 7.220, -13.280], [5.561, 8.836, -13.500], [6.634, 9.433, -16.686], [8.188, 9.091, -16.213], [7.305, 10.166, -15.134], [10.264, 5.133, -14.967], [9.286, 4.737, -16.350], [9.818, 6.405, -16.110], [7.153, 5.198, -13.122], [8.690, 4.373, -13.422], [8.755, 6.094, -12.958], [4.365, 7.337, -14.855], [4.145, 6.599, -16.474], [3.662, 5.803, -14.899], [5.639, 3.973, -16.614], [4.656, 3.780, -15.221], [6.371, 3.751, -14.985], [12.179, 13.005, -11.103], [11.539, 13.227, -12.409], [12.102, 12.067, -13.497], [12.687, 12.401, -14.803], [12.258, 10.676, -13.133], [11.770, 14.728, -13.116], [13.090, 15.306, -12.884], [11.057, 15.230, -14.285], [9.839, 13.016, -12.446], [9.038, 13.605, -11.399], [9.061, 12.818, -13.653], [13.365, 13.249, -14.709], [11.906, 12.403, -15.567], [13.373, 11.598, -15.082], [11.498, 10.440, -12.386], [13.229, 10.444, -12.668], [12.262, 9.920, -13.923], [13.044, 16.392, -12.780], [13.597, 14.940, -11.993], [13.792, 15.104, -13.703], [10.038, 15.508, -14.017], [11.603, 16.037, -14.765], [10.931, 14.441, -15.035], [9.649, 13.815, -10.518], [8.496, 14.510, -11.692], [8.331, 12.846, -11.041], [8.169, 12.254, -13.355], [9.561, 12.133, -14.343], [8.709, 13.680, -14.228], [11.712, 0.521, -14.485], [10.887, 0.577, -13.284], [9.319, -0.136, -13.359], [8.256, 0.563, -14.120], [9.112, -1.590, -13.370], [10.493, 2.116, -12.737], [11.539, 3.119, -13.004], [9.744, 2.391, -11.517], [11.525, -0.261, -11.974], [12.682, -1.123, -12.254], [10.817, -0.561, -10.733], [7.472, 0.909, -13.451], [7.941, -0.033, -14.978], [8.679, 1.408, -14.674], [8.075, -1.821, -13.581], [9.490, -1.980, -12.421], [9.756, -2.090, -14.105], [11.062, 4.106, -13.051], [12.206, 3.163, -12.140], [11.945, 2.996, -14.004], [8.923, 3.096, -11.667], [9.191, 1.479, -11.299], [10.389, 2.715, -10.701], [13.411, -0.564, -12.847], [13.143, -1.566, -11.378], [12.427, -1.896, -12.992], [9.744, -0.600, -10.917], [10.995, 0.264, -10.034], [11.241, -1.444, -10.262], [-0.168, 11.158, -14.826], [1.031, 11.764, -15.451], [1.490, 13.174, -14.641], [1.067, 13.299, -13.267], [2.220, 14.273, -15.205], [0.780, 12.142, -17.061], [1.759, 12.735, -17.942], [-0.468, 11.897, -17.781], [2.425, 10.798, -15.423], [3.746, 11.299, -15.137], [2.281, 9.459, -16.002], [0.510, 14.236, -13.127], [1.966, 13.442, -12.649], [0.423, 12.528, -12.862], [3.283, 14.087, -15.407], [2.141, 15.149, -14.560], [1.880, 14.637, -16.179], [1.452, 13.668, -18.421], [2.709, 12.922, -17.433], [2.029, 12.021, -18.734], [-0.476, 12.452, -18.720], [-0.598, 10.866, -18.129], [-1.333, 12.221, -17.204], [4.512, 10.525, -15.246], [4.105, 12.087, -15.809], [3.785, 11.613, -14.092], [2.827, 9.506, -16.950], [1.256, 9.127, -16.135], [2.791, 8.706, -15.398], [2.557, 7.472, -19.283], [3.610, 7.517, -20.328], [4.329, 6.024, -20.504], [4.881, 5.473, -21.745], [4.186, 4.949, -19.516], [4.909, 8.528, -20.016], [6.290, 8.207, -20.369], [4.708, 9.911, -19.557], [3.087, 7.922, -21.907], [3.701, 9.036, -22.631], [1.891, 7.352, -22.503], [4.689, 6.220, -22.521], [4.403, 4.539, -22.036], [5.968, 5.420, -21.648], [3.474, 4.227, -19.924], [3.903, 5.354, -18.547], [5.143, 4.436, -19.383], [6.416, 7.127, -20.356], [6.623, 8.546, -21.360], [7.046, 8.626, -19.704], [4.654, 10.046, -18.477], [5.494, 10.586, -19.905], [3.829, 10.227, -20.126], [3.198, 9.981, -22.411], [4.757, 9.084, -22.378], [3.633, 8.749, -23.683], [2.042, 7.104, -23.554], [1.056, 8.045, -22.365], [1.574, 6.430, -22.015]],
  "smiles": "CN(C)P(=O)(N(C)C)N(C)C.CN(C)P(=O)(N(C)C)N(C)C.CN(C)P(=O)(N(C)C)N(C)C.CN(C)P(=O)(N(C)C)N(C)C.CN(C)P(=O)(N(C)C)N(C)C",
  "homo_energy_ev": -8.2,
  "e_tot_ha": -4101.5093,
  "orbital_gap_ev": 8.53
}